Computed, not measured: 2 unconnected molecules or ions with the total composition C5H11NO, with ωB97M-V/def2-TZVPD.

Structure (XYZ):
```
18
Properties=species:S:1:pos:R:3:forces:R:3
C 1.9909 0.9331 0.5460 0.034 -0.082 0.047
C 0.5474 1.0739 1.0299 0.100 0.165 0.225
N -0.3656 -0.0523 0.8862 0.270 -0.495 0.847
C 0.0355 -1.2469 0.9859 -0.024 0.343 0.798
C -0.6167 -0.3797 -1.2989 0.058 -0.373 -1.193
O 0.0355 0.5538 -1.7144 -0.407 -0.183 -0.050
C -2.1196 -0.4556 -1.2904 -0.086 0.140 -0.224
H 2.5092 1.8801 0.7336 -0.058 -0.162 -0.002
H 2.0166 0.7435 -0.5316 -0.026 -0.016 0.238
H 2.5483 0.1479 1.0665 -0.077 0.089 -0.026
H 0.0893 1.9256 0.5129 0.022 -0.226 0.099
H 0.5155 1.2893 2.1016 0.111 0.257 -0.009
H 1.0671 -1.5477 1.1837 0.055 0.048 0.002
H -0.6866 -2.0600 0.8415 0.125 0.213 0.154
H -0.1263 -1.3551 -1.0827 -0.105 0.264 -0.715
H -2.5070 0.4939 -1.6578 -0.116 -0.061 0.012
H -2.5727 -0.6840 -0.3195 0.360 -0.015 -0.195
H -2.3610 -1.2599 -1.9926 -0.234 0.095 -0.007
```
Positions in Å, forces in eV/Å.

Summary:
Charge: 0
Relative energy (zero: lowest compared OMol25 entry of this formula, charge and spin) in eV: 2.735
HOMO energy in eV: -9.32
Energy in eV: -8898.962
Molar mass in g/mol: 101.149
Orbital gap in eV: 10.2
SMILES: C=NCC.CC=O

=====

Computed, not measured: 6 unconnected molecules or ions with the total composition C11H34O6, with ωB97M-V/def2-TZVPD.

Structure (XYZ):
```
51
Properties=species:S:1:pos:R:3:forces:R:3
C 2.7287 1.9941 -2.8118 0.098 0.421 0.328
C 3.0728 0.5229 -2.7720 -0.245 -0.226 -0.142
O 3.9143 0.1691 -3.8725 -0.037 -0.023 0.122
H 3.5922 2.6383 -2.6222 0.091 -0.190 -0.045
H 1.9893 2.2335 -2.0420 -0.012 -0.046 -0.081
H 2.3322 2.2917 -3.7818 -0.104 -0.157 -0.027
H 2.1472 -0.0641 -2.7781 0.043 0.016 -0.161
H 3.5755 0.2316 -1.8488 0.099 0.240 0.032
H 3.4444 -0.4551 -4.4288 0.038 0.002 -0.033
C -4.9831 2.6885 -2.4716 -0.156 0.180 -0.392
C -4.6915 2.0090 -1.1656 0.185 -0.220 0.588
O -5.8995 1.9928 -0.4069 -0.108 -0.011 -0.093
H -4.2254 2.4470 -3.2179 0.045 0.074 0.038
H -5.0617 3.7722 -2.3850 0.082 -0.008 0.122
H -5.9457 2.3375 -2.8480 0.060 -0.109 -0.004
H -3.9127 2.5135 -0.5793 0.020 0.149 -0.233
H -4.3160 0.9935 -1.3474 -0.225 -0.043 0.011
H -5.7404 1.6166 0.4626 0.108 -0.028 -0.030
C 4.9788 -0.7873 0.3339 -0.152 -0.815 -0.030
C 4.8151 0.2035 1.4508 -0.127 0.905 0.057
O 3.8377 1.2290 1.1333 0.351 -0.299 0.177
H 5.4975 -0.4158 -0.5495 0.053 0.278 0.109
H 4.0030 -1.1560 0.0092 -0.012 0.036 0.062
H 5.5331 -1.6605 0.6923 0.047 0.096 -0.028
H 5.7660 0.6782 1.7143 -0.030 0.002 -0.079
H 4.4381 -0.2396 2.3707 -0.061 -0.257 -0.119
H 4.2069 1.8202 0.4711 -0.010 -0.024 -0.077
C -0.9445 0.2630 0.3439 -0.178 0.556 0.917
C 0.4014 0.9067 0.6134 0.251 0.377 -0.869
O 1.2838 -0.0832 1.0968 -0.016 -0.141 0.270
H -0.8262 -0.6982 -0.1453 -0.048 0.007 -0.157
H -1.6015 0.9367 -0.2083 0.133 -0.105 -0.293
H -1.4455 0.1279 1.3090 0.030 -0.369 -0.117
H 0.3106 1.7703 1.2861 -0.083 -0.248 0.253
H 0.8026 1.3459 -0.3174 -0.065 -0.229 0.042
H 2.1702 0.2992 1.1719 -0.066 0.194 -0.086
C -3.1516 -2.9019 0.2264 0.053 -0.197 -0.583
C -3.6877 -4.2151 -0.3182 -0.390 -0.001 -0.462
O -4.8111 -3.9378 -1.1896 0.374 -0.007 0.330
H -3.9369 -2.2908 0.6652 -0.056 -0.105 0.165
H -2.7587 -2.3607 -0.6380 0.046 0.179 0.187
H -2.3399 -3.0587 0.9350 -0.003 0.008 0.060
H -3.9550 -4.9398 0.4547 -0.133 0.188 0.102
H -2.9294 -4.6963 -0.9423 0.093 0.015 0.121
H -5.5678 -4.4646 -0.9288 0.019 -0.067 0.077
C 1.4526 -0.3191 4.6591 0.273 -0.177 -0.631
O 0.8234 -0.6378 5.8791 -0.124 -0.150 0.382
H 0.7498 -0.3001 3.8208 -0.084 0.144 0.133
H 2.0075 0.6219 4.6735 -0.078 0.039 0.128
H 2.1664 -1.1148 4.4239 -0.013 0.056 0.122
H 0.6905 0.1426 6.4201 0.023 0.090 -0.166
```
Positions in Å, forces in eV/Å.

Summary:
Charge: 0
Relative energy (zero: lowest compared OMol25 entry of this formula, charge and spin) in eV: 2.244
HOMO energy in eV: -9.88
Energy in eV: -24241.303
Molar mass in g/mol: 262.387
Orbital gap in eV: 10.4
SMILES: CCO.CCO.CCO.CCO.CCO.CO

=====

Computed, not measured: 2 unconnected molecules or ions with the total composition C31H43F6N4O7S2, with ωB97M-V/def2-TZVPD.

Structure (XYZ):
```
93
Properties=species:S:1:pos:R:3:forces:R:3
C 5.9228 0.8477 2.8599 -0.116 0.423 -0.296
C 5.5089 0.3271 1.8701 -0.179 -0.037 -0.113
N 4.9599 -0.2801 0.7557 0.620 0.100 1.024
N 4.8354 0.4825 -0.3151 -0.099 -0.117 -0.212
C 4.3047 -0.0658 -1.3709 -0.229 0.017 -0.232
C 4.1705 0.8905 -2.5433 0.169 0.181 -0.151
O 4.2071 0.5155 -3.6736 0.097 -0.023 0.009
C 4.0128 2.4251 -2.2764 0.068 -0.074 0.211
F 3.8581 3.0349 -3.4497 -0.085 -0.005 -0.115
F 5.1460 2.8995 -1.7149 -0.009 -0.148 0.152
C 2.8173 2.8372 -1.3774 -0.268 0.512 -0.260
F 2.9366 2.3528 -0.1337 0.128 -0.204 0.046
F 2.8665 4.1876 -1.2720 0.013 -0.024 -0.026
C 1.4025 2.4497 -1.9520 -0.449 0.729 0.501
F 0.7983 1.6607 -1.0421 0.183 -0.390 -0.133
F 1.5194 1.7966 -3.1141 0.225 -0.187 -0.021
C 0.5386 3.7225 -2.1897 -0.090 0.582 -0.087
O 0.5792 4.2933 -3.2270 0.180 -0.158 -0.049
O -0.2495 4.0889 -1.1456 1.132 -0.048 0.285
C 3.8873 -1.4321 -1.4609 0.172 -0.490 0.538
C 3.3118 -1.9843 -2.7244 0.002 0.215 -0.285
C 1.9069 -1.3888 -3.0539 0.570 -0.635 0.257
C 0.7672 -2.1607 -2.3658 -0.094 0.069 -0.208
C -0.4237 -2.5319 -3.2947 0.111 0.625 0.603
C -1.7521 -1.9176 -2.7952 -0.018 0.081 -0.588
C -2.1698 -0.7046 -3.6479 0.769 -0.170 0.394
C -1.1590 0.4655 -3.5319 -0.690 -0.251 -0.366
C -1.7814 1.8222 -3.8993 0.146 -0.003 0.361
C -2.8974 2.3048 -2.9577 0.386 -0.069 -0.003
C -2.4301 2.4903 -1.4986 -1.046 0.325 0.213
C -3.4753 2.0415 -0.4627 -0.045 -0.384 -0.015
C -3.3017 0.5662 -0.0863 0.784 0.311 0.311
C -1.9887 0.3660 0.7282 -0.869 -0.097 0.270
C -2.2205 -0.5589 1.9326 0.920 0.019 -0.455
C -0.9218 -0.7997 2.7219 -0.072 0.064 0.201
C -0.6173 0.3454 3.7004 -0.196 -0.140 -0.488
C 4.0549 -2.2033 -0.3014 0.362 0.336 -0.363
C 3.6801 -3.6605 -0.1823 -0.684 -0.280 0.246
N 2.3501 -3.8644 0.4273 0.475 0.391 0.048
C 4.6019 -1.5715 0.8322 -0.339 -0.819 -0.671
N 4.7920 -2.2599 2.0170 -0.577 0.579 -0.028
C 3.9222 -2.1751 2.8896 -0.111 0.089 0.412
S 2.8296 -2.0489 3.9708 0.439 -0.171 -0.301
H 6.2496 1.4751 3.6584 0.111 -0.262 0.139
H 0.1880 4.7798 -0.6295 -0.065 0.213 -0.046
H 4.0045 -1.7541 -3.5342 -0.046 0.114 0.054
H 3.2458 -3.0646 -2.6923 -0.063 -0.086 0.166
H 1.8067 -1.4407 -4.1367 -0.072 0.141 -0.015
H 1.9120 -0.3417 -2.7596 -0.277 -0.088 -0.211
H 0.4049 -1.5483 -1.5356 -0.086 -0.092 0.042
H 1.1308 -3.0919 -1.9288 0.220 0.005 0.021
H -0.2148 -2.1435 -4.2935 -0.037 -0.104 -0.063
H -0.4871 -3.6149 -3.3830 -0.076 -0.011 0.035
H -2.5369 -2.6756 -2.8014 -0.063 0.077 -0.031
H -1.6444 -1.5696 -1.7666 -0.024 -0.177 0.148
H -3.1707 -0.4016 -3.3484 -0.085 0.080 -0.204
H -2.1421 -1.0196 -4.6933 -0.554 0.048 -0.056
H -0.7129 0.4834 -2.5344 -0.054 -0.014 -0.020
H -0.3725 0.2557 -4.2629 0.250 0.118 0.244
H -2.1273 1.7503 -4.9331 -0.153 0.137 0.022
H -1.0098 2.6008 -3.8854 -0.028 -0.234 -0.237
H -3.7648 1.6443 -3.0032 0.007 -0.077 0.010
H -3.2277 3.2832 -3.3111 -0.183 -0.097 -0.128
H -1.5003 1.9646 -1.2866 -0.039 0.026 -0.079
H -2.2509 3.5524 -1.3170 -0.056 -0.371 -0.231
H -4.4912 2.2272 -0.8228 0.057 0.035 -0.141
H -3.3757 2.6336 0.4517 0.025 0.007 0.014
H -4.1238 0.2157 0.5381 -0.165 -0.001 -0.169
H -3.2463 -0.0433 -0.9893 -0.262 -0.118 -0.050
H -1.1789 -0.0186 0.1006 0.069 0.088 0.009
H -1.7068 1.3432 1.1308 0.316 0.014 -0.174
H -2.9475 -0.0716 2.5786 -0.100 -0.358 -0.104
H -2.5910 -1.5258 1.5832 -0.261 0.080 0.044
H -0.9833 -1.7474 3.2656 -0.087 0.051 0.054
H -0.0936 -0.9122 2.0080 0.026 -0.036 0.045
H -0.3303 1.2345 3.1351 0.112 0.063 0.159
H 0.1667 0.0936 4.4149 0.075 0.063 -0.018
H -1.5252 0.5955 4.2485 0.064 -0.003 0.146
H 3.6864 -4.1475 -1.1511 0.091 0.104 -0.114
H 4.4001 -4.1945 0.4355 0.135 0.130 -0.038
H 1.7105 -3.1266 0.1541 -0.139 -0.131 -0.084
H 2.4208 -3.8305 1.4373 -0.109 -0.115 0.004
C -5.2361 -0.4983 7.5121 0.033 -0.283 0.232
C -3.7766 -0.0929 7.5362 -0.060 0.366 0.026
O -3.2161 -0.7366 6.3803 -0.172 -0.224 0.019
S -4.3137 -0.8039 5.2157 -0.122 0.128 0.398
O -4.1060 0.2852 4.3267 -0.217 -0.050 0.070
O -4.3919 -2.1387 4.7486 0.153 0.045 -0.161
O -5.5875 -0.4713 6.1203 0.208 0.154 -0.083
H -5.3790 -1.5133 7.8865 0.016 0.013 0.007
H -5.8725 0.1879 8.0633 -0.079 0.062 -0.175
H -3.2591 -0.4278 8.4303 0.099 -0.142 -0.114
H -3.6574 0.9866 7.4244 -0.021 -0.009 0.021
```
Positions in Å, forces in eV/Å.

Summary:
Charge: +1
HOMO energy in eV: -12.14
Energy in eV: -91100.888
Molar mass in g/mol: 761.828
Orbital gap in eV: 7.3

=====

Computed, not measured: a molecular structure, C10H21O13Zn, with ωB97M-V/def2-TZVPD.

Structure (XYZ):
```
45
Properties=species:S:1:pos:R:3:forces:R:3
Zn 6.9470 1.4703 -2.2709 -0.212 0.016 0.053
C 2.2487 -1.7689 4.2366 0.135 0.650 -0.603
C 1.9484 -3.2654 4.3221 0.432 1.213 1.465
O 1.2993 -3.7821 5.2378 -1.641 0.680 2.038
O 2.4428 -4.0664 3.5622 1.939 -1.311 -3.366
H 3.0676 -1.4983 3.5700 0.150 -0.736 -0.389
H 2.5733 -1.2655 5.1472 -0.604 -0.440 0.490
H 1.4165 -1.2219 3.7935 -0.325 -0.077 0.342
C 1.4245 1.6813 -0.9774 0.196 0.205 -0.112
C 2.8888 1.5972 -1.3761 0.312 0.771 0.173
O 3.2303 1.1926 -2.4797 -0.406 -1.349 -2.454
O 3.7850 2.0489 -0.6363 0.238 0.762 2.042
H 1.3311 1.3926 0.0695 -0.284 -0.107 -0.116
H 0.7727 1.1448 -1.6669 0.159 -0.374 0.265
H 1.1203 2.7230 -1.0794 0.098 0.191 0.203
C -3.7684 -1.0339 -4.9647 0.468 0.769 -0.411
C -2.7464 -0.8238 -6.1048 0.823 -3.641 -0.308
O -2.4324 -1.8393 -6.8170 -1.420 -0.816 0.322
O -2.0491 0.1377 -6.3363 0.167 3.520 0.738
H -3.2998 -1.3664 -4.0384 0.458 -0.036 -0.209
H -4.4820 -1.8125 -5.2342 -0.135 0.311 -0.154
H -4.2050 -0.0648 -4.7231 -0.447 -0.110 -0.070
C -2.3020 4.2838 2.7802 -0.045 0.594 -0.112
C -3.4527 5.2606 2.9408 -1.053 1.468 -1.139
O -4.3137 5.1976 3.8088 -0.832 -2.114 3.029
O -3.6875 6.2435 2.1841 1.946 0.177 -1.868
H -1.5164 4.7989 2.2273 0.147 -0.105 0.118
H -2.5816 3.4075 2.1955 -0.231 0.055 0.086
H -1.9546 3.9625 3.7621 0.026 -0.010 -0.089
C -2.9736 -2.5753 1.4889 -0.643 1.650 0.690
C -3.1855 -3.8336 2.2549 -1.973 0.922 0.160
O -2.7355 -4.8365 1.7457 1.653 -2.700 -0.701
O -4.0641 -3.9208 3.1605 0.403 0.491 0.387
H -3.5914 -2.7155 0.6019 0.561 0.063 -0.413
H -1.9574 -2.2179 1.3223 0.009 -0.632 -0.360
H -3.4700 -1.7576 2.0114 -0.076 0.151 0.255
O 2.6498 -2.0324 -5.8787 0.073 -0.059 -0.371
H 2.9524 -2.9113 -5.6501 -0.017 -0.191 0.112
H 2.9751 -1.4751 -5.1717 -0.039 0.296 0.298
O 3.1750 5.2440 1.6705 0.126 0.317 0.288
H 2.4650 5.7045 1.2233 -0.189 0.041 -0.090
H 3.3319 4.4666 1.1345 0.103 -0.500 -0.273
O 3.2994 -3.4092 -0.5995 0.004 -0.206 -0.263
H 3.3644 -3.6067 0.3349 -0.152 -0.061 0.390
H 4.0596 -2.8568 -0.7815 0.098 0.266 -0.071
```
Positions in Å, forces in eV/Å.

Summary:
Charge: -3
Relative energy (zero: lowest compared OMol25 entry of this formula, charge and spin) in eV: 0.905
HOMO energy in eV: -1.43
Energy in eV: -85738.140
Molar mass in g/mol: 414.655
Orbital gap in eV: 1.3

=====

Computed, not measured: 2 unconnected molecules or ions with the total composition C4H15N3O, with ωB97M-V/def2-TZVPD.

Structure (XYZ):
```
23
Properties=species:S:1:pos:R:3:forces:R:3
C -0.9307 -0.9468 0.2020 -0.086 -1.114 -1.120
N 0.3178 -0.5743 -0.4546 -0.492 -0.279 0.486
C 0.5638 -1.3491 -1.6874 1.105 1.507 0.159
N 1.1552 -0.4410 -2.6482 0.559 0.514 -0.158
C -1.1906 -0.3140 1.5235 1.666 1.519 1.640
C 0.1206 -0.3139 2.4324 -0.367 0.221 -0.413
N -1.6290 1.0878 1.3372 -0.702 -1.061 -0.597
H -0.8967 -2.0370 0.3486 0.213 0.073 0.086
H -1.7747 -0.8180 -0.4923 -0.254 0.263 0.229
H 0.4529 0.4142 -0.6299 -0.365 -0.222 -0.159
H -0.3412 -1.7687 -2.1172 -0.258 -0.438 0.345
H 1.3229 -2.0613 -1.3748 -0.232 -0.662 -0.585
H 1.9592 -0.7241 -3.2010 -0.097 -0.431 0.365
H 0.5009 0.0047 -3.2693 -0.401 -0.024 -0.115
H -1.9226 -0.8328 2.1398 -0.460 -0.104 -0.513
H 0.2407 0.7204 2.7544 0.080 -0.091 0.379
H 0.0592 -0.9689 3.3027 -0.134 -0.027 0.041
H 1.0384 -0.5498 1.8991 -0.119 -0.215 -0.261
H -0.9521 1.5743 0.7563 -0.189 0.348 0.459
H -1.8503 1.5333 2.2176 0.462 0.239 -0.196
H 1.3268 2.8532 -0.2563 -0.034 0.567 -0.084
H 1.2766 2.3274 -1.6229 -0.101 0.526 -0.401
O 1.1528 3.1843 -1.1595 0.205 -1.108 0.413
```
Positions in Å, forces in eV/Å.

Summary:
Charge: -1
Relative energy (zero: lowest compared OMol25 entry of this formula, charge and spin) in eV: 0.824
HOMO energy (alpha / beta) in eV: 1.16 / -5.05
Energy in eV: -10907.031
Molar mass in g/mol: 121.184
Multiplicity: 2
Orbital gap (alpha / beta) in eV: 2.6 / 8.7

=====

Computed, not measured: 2 unconnected molecules or ions with the total composition C7H13N6, with ωB97M-V/def2-TZVPD.

Structure (XYZ):
```
26
Properties=species:S:1:pos:R:3:forces:R:3
C -1.8642 -1.8047 0.7154 0.358 -1.417 1.558
C -1.4751 -0.9299 1.6725 -1.079 -0.589 -0.851
C -1.8529 -1.4873 -0.7093 0.765 0.893 3.223
C 2.9476 0.7992 -1.1364 -0.443 -3.429 3.479
C -1.1389 0.4611 1.2610 -0.120 -0.378 1.013
C 3.7292 -0.4257 -0.7482 -0.745 -1.600 -0.090
C 2.8476 -0.9287 0.4169 0.369 0.685 -1.618
N -1.5720 -0.3026 -1.0205 0.308 0.647 -4.082
N 1.8516 0.7815 -0.4363 -0.213 2.369 -2.044
N 1.7434 -0.2322 0.4946 2.603 -1.498 0.273
N -2.9768 1.0965 -0.0394 -0.758 1.003 3.604
N -0.8856 1.8981 -0.5887 3.543 -0.016 2.767
N -1.5778 0.7881 -0.1063 -2.132 0.317 0.274
H -1.9766 -2.8640 0.9627 -0.292 0.424 0.128
H -1.3920 -1.1657 2.7622 0.009 0.044 -1.262
H -1.9387 -2.2510 -1.4556 0.019 -0.050 -0.496
H 3.2632 1.4322 -1.8812 -0.036 1.728 -1.509
H -1.4951 1.2095 1.9651 -0.169 0.180 -0.265
H -0.0851 0.4888 1.2568 1.431 0.324 0.016
H 3.5650 -1.1303 -1.6542 -0.044 0.665 1.259
H 4.8165 -0.5511 -0.6036 -0.450 0.829 0.070
H 3.1850 -1.7661 1.0294 -0.737 0.209 0.037
H 0.1685 1.7784 -0.6770 -1.335 -0.704 0.551
H -3.4224 1.1102 -0.9448 0.050 0.483 0.122
H -3.2586 1.7128 0.8659 0.970 -1.676 -3.581
H -1.2057 2.2828 -1.4012 -1.872 0.556 -2.575
```
Positions in Å, forces in eV/Å.

Summary:
Charge: +1
Relative energy (zero: lowest compared OMol25 entry of this formula, charge and spin) in eV: 2.129
HOMO energy in eV: -13.43
Energy in eV: -16397.959
Molar mass in g/mol: 181.223
Orbital gap in eV: 9.8

=====

no.,F_max (eV/Å)
1,1.3
2,1.1
3,1.2
4,4.1
5,2.8
6,4.9